DFT (ωB97M-V/def2-TZVPD) results for a single C3H4P2 molecule.

Values from the calculation:
* gap between HOMO and LUMO (alpha / beta): 7.565 / 6.471 eV
* E: -21748.437 eV
* HOMO energy (alpha / beta): -8.1 / -7.6 eV
* SMILES string: C=C=P1=PC1

Each atom is followed by the atoms it is bonded to, with distances in Å.
Geometry (Å):
1 C 0.803 0.482 0.242  C3 1.317, P4 1.721
2 C -1.697 -0.530 -0.792  P4 1.987, P5 1.748, H6 1.104, H7 1.042
3 C 1.716 0.728 1.158  C1 1.317, H8 1.102, H9 1.132
4 P 0.192 -0.118 -1.251  C1 1.721, C2 1.987, P5 2.116
5 P -0.718 -1.978 -0.816  C2 1.748, P4 2.116
6 H -2.147 0.016 0.055  C2 1.104
7 H -2.057 -0.318 -1.747  C2 1.042
8 H 1.210 1.502 1.758  C3 1.102
9 H 2.699 0.216 1.392  C3 1.132

These are the Löwdin partial charges, in e, on atoms 1 to 8:
1. C -0.445
2. C -0.709
3. C -0.100
4. P 0.561
5. P 0.558
6. H 0.041
7. H -0.041
8. H 0.055


DFT (ωB97M-V/def2-TZVPD) results for a single C3H4O2 molecule.

Values from the calculation:
* gap between HOMO and LUMO: 10.727 eV
* E: -7269.141 eV
* HOMO energy: -9.7 eV
* SMILES string: C=COC=O

Each atom is followed by the atoms it is bonded to, with distances in Å.
Geometry (Å):
1 C -1.700 -0.121 0.061  C2 1.356, H4 1.054, H5 1.179
2 C -0.379 -0.409 -0.035  C1 1.356, H6 1.190, O8 1.418
3 C 1.750 0.399 -0.026  H7 1.064, O8 1.367, O9 1.170
4 H -2.555 -0.729 -0.044  C1 1.054
5 H -2.072 0.932 0.437  C1 1.179
6 H 0.085 -1.449 -0.381  C2 1.190
7 H 2.289 1.309 -0.147  C3 1.064
8 O 0.430 0.755 -0.003  C2 1.418, C3 1.367
9 O 2.153 -0.687 0.139  C3 1.170

These are the Löwdin partial charges, in e, on atoms 1 to 8:
1. C 0.024
2. C -0.175
3. C -0.353
4. H 0.026
5. H 0.105
6. H 0.165
7. H 0.134
8. O -0.026


DFT (ωB97M-V/def2-TZVPD) results for a single C5H8O2 molecule.

Values from the calculation:
* gap between HOMO and LUMO: 9.454 eV
* E: -9405.072 eV
* HOMO energy: -8.7 eV
* SMILES string: C[C@H]1O[C@H]2C[C@]21O

Each atom is followed by the atoms it is bonded to, with distances in Å.
Geometry (Å):
1 C 1.644 -0.871 0.147  C2 1.485, H8 1.245, H9 1.093, H10 1.100
2 C 0.279 -1.015 -0.417  C1 1.485, O3 1.420, C6 1.852, H11 1.087
3 O -0.667 -1.435 0.556  C2 1.420, C4 1.403
4 C -1.376 -0.225 0.516  O3 1.403, C5 1.573, C6 1.468, H12 1.087
5 C -0.507 1.069 0.726  C4 1.573, C6 1.454, H13 1.211, H14 1.088
6 C -0.757 0.511 -0.593  C2 1.852, C4 1.468, C5 1.454, O7 1.378
7 O -1.139 0.992 -1.826  C6 1.378, H15 0.968
8 H 1.597 0.250 0.688  C1 1.245
9 H 1.848 -1.423 1.068  C1 1.093
10 H 2.452 -0.965 -0.594  C1 1.100
11 H 0.127 -1.414 -1.417  C2 1.087
12 H -2.413 -0.324 0.825  C4 1.087
13 H 0.668 0.978 1.005  C5 1.211
14 H -0.878 1.952 1.243  C5 1.088
15 H -0.878 1.920 -1.924  O7 0.968

These are the Löwdin partial charges, in e, on atoms 1 to 8:
1. C -0.049
2. C -0.223
3. O -0.056
4. C -0.201
5. C -0.024
6. C -0.345
7. O 0.048
8. H 0.093


Energy relative to the best compared isomer or geometry (same formula, charge and spin) for the records above, in order: 268.99 149.08 459.28 kJ/mol